{
  "formula": "C3H7NO",
  "method": "the ωB97M-V functional and the def2-TZVPD basis",
  "elements": ["O", "N", "C", "C", "C", "H", "H", "H", "H", "H", "H", "H"],
  "positions_angstrom": [[0.530, -0.365, -1.585], [-0.586, 0.120, 0.335], [1.797, 0.389, 0.321], [0.547, -0.038, -0.408], [-1.865, -0.228, -0.277], [-1.480, -1.233, -0.129], [1.753, 0.168, 1.392], [-1.928, -0.074, -1.349], [2.673, -0.080, -0.123], [-0.542, 0.182, 1.335], [-2.781, -0.314, 0.290], [1.882, 1.473, 0.198]],
  "nbo_charge": [-0.63, -0.62, -0.70, 0.65, -0.48, 0.23, 0.21, 0.24, 0.24, 0.40, 0.22, 0.24],
  "gap_ev": 10.1,
  "multiplicity": 1,
  "homo_ev": -9.229,
  "lumo_energy_ev": 0.86,
  "smiles": "CNC(C)=O"
}

{
  "formula": "C3H7NO",
  "method": "the ωB97M-V functional and the def2-TZVPD basis",
  "elements": ["O", "N", "C", "C", "C", "H", "H", "H", "H", "H", "H", "H"],
  "positions_angstrom": [[0.159, 1.082, -1.008], [-1.719, 1.426, -2.208], [0.862, -0.361, 1.253], [-0.643, 0.782, -2.022], [0.878, -0.678, -0.164], [-0.256, 0.137, -2.819], [0.014, -1.339, -0.444], [1.830, -0.677, -0.588], [-2.146, 1.185, -3.091], [0.116, 0.366, 1.336], [0.608, -1.200, 1.796], [1.845, 0.009, 1.522]],
  "nbo_charge": [-0.61, -0.70, -0.70, 0.38, 0.06, 0.10, 0.21, 0.20, 0.33, 0.28, 0.23, 0.22],
  "gap_ev": [9.0, 9.0],
  "multiplicity": 1,
  "homo_ev": [-9.321, -9.322],
  "lumo_energy_ev": [-0.29, -0.29]
}

{
  "formula": "C3H7NO",
  "method": "the ωB97M-V functional and the def2-TZVPD basis",
  "elements": ["O", "N", "C", "C", "C", "H", "H", "H", "H", "H", "H", "H"],
  "positions_angstrom": [[3.073, -0.275, 1.610], [-2.095, 1.131, -0.354], [-2.121, -1.068, -1.317], [-1.791, -0.208, -0.337], [3.008, 0.197, 0.514], [3.783, 0.623, -0.132], [-2.324, 1.555, 0.511], [-1.289, -0.652, 0.512], [-2.098, -2.147, -1.263], [-2.422, 1.551, -1.199], [-2.481, -0.743, -2.290], [1.993, 0.345, 0.069]],
  "nbo_charge": [-0.49, -0.83, -0.53, 0.00, 0.29, 0.11, 0.39, 0.20, 0.21, 0.38, 0.18, 0.09],
  "gap_ev": 9.1,
  "multiplicity": 1,
  "homo_ev": -8.151,
  "lumo_energy_ev": 0.95,
  "smiles": "C=CN.C=O"
}

{
  "formula": "C3H7NO",
  "method": "the ωB97M-V functional and the def2-TZVPD basis",
  "elements": ["O", "N", "C", "C", "C", "H", "H", "H", "H", "H", "H", "H"],
  "positions_angstrom": [[-2.443, -0.719, 0.792], [1.719, -0.152, -0.748], [-0.615, 0.369, -0.266], [-1.670, 0.207, 0.779], [0.696, -0.187, 0.257], [1.472, -0.013, -1.713], [-0.887, -0.156, -1.181], [0.503, -1.205, 0.607], [0.994, 0.392, 1.145], [-1.714, 0.938, 1.601], [-0.473, 1.399, -0.578], [2.417, -0.873, -0.696]],
  "nbo_charge": [-0.51, -0.86, -0.52, 0.44, -0.19, 0.37, 0.22, 0.18, 0.18, 0.11, 0.22, 0.37],
  "gap_ev": 10.4,
  "multiplicity": 1,
  "homo_ev": -9.263,
  "lumo_energy_ev": 1.15,
  "smiles": "NCCC=O"
}

{
  "formula": "C3H7NO",
  "method": "the ωB97M-V functional and the def2-TZVPD basis",
  "elements": ["O", "N", "C", "C", "C", "H", "H", "H", "H", "H", "H", "H"],
  "positions_angstrom": [[1.373, 0.389, -1.060], [2.007, -0.928, 0.659], [2.223, 0.047, -0.268], [-2.837, -0.236, 0.585], [-2.831, 0.910, -0.083], [2.786, -1.518, 0.906], [-3.523, 1.185, -0.866], [3.194, 0.558, -0.242], [-3.438, -1.081, 0.289], [-2.172, -0.366, 1.416], [-1.917, 1.496, -0.082], [1.102, -1.363, 0.716]],
  "nbo_charge": [-0.59, -0.83, 0.52, -0.39, -0.38, 0.39, 0.19, 0.12, 0.19, 0.19, 0.20, 0.40],
  "gap_ev": 10.7,
  "multiplicity": 1,
  "homo_ev": -9.748,
  "lumo_energy_ev": 0.94,
  "smiles": "NC=O.C=C"
}

{
  "formula": "C3H7NO",
  "method": "the ωB97M-V functional and the def2-TZVPD basis",
  "elements": ["O", "N", "C", "C", "C", "H", "H", "H", "H", "H", "H", "H"],
  "positions_angstrom": [[-0.722, 1.354, -0.766], [-0.406, -1.734, 1.483], [1.083, -0.970, -0.270], [-0.558, 2.510, -1.050], [-0.129, -1.160, 0.237], [0.431, 2.951, -0.898], [2.022, -1.227, 0.201], [0.391, -2.119, 1.969], [-0.974, -1.245, 2.156], [-1.035, -0.915, -0.294], [1.239, -0.592, -1.274], [-1.341, 3.146, -1.493]],
  "nbo_charge": [-0.50, -0.83, -0.51, 0.28, 0.02, 0.11, 0.19, 0.36, 0.37, 0.20, 0.20, 0.11],
  "gap_ev": 8.9,
  "multiplicity": 1,
  "homo_ev": -8.023,
  "lumo_energy_ev": 0.84,
  "smiles": "C=CN.C=O"
}

{
  "formula": "C3H7NO",
  "method": "the ωB97M-V functional and the def2-TZVPD basis",
  "elements": ["O", "N", "C", "C", "C", "H", "H", "H", "H", "H", "H", "H"],
  "positions_angstrom": [[-0.199, 1.019, -0.882], [-0.925, -0.907, 0.100], [1.125, 0.293, -0.557], [-0.423, -0.050, 1.363], [0.444, -0.550, 0.295], [1.241, -0.373, -1.476], [1.012, -1.458, 0.695], [-0.805, 1.007, 1.437], [-0.560, 0.905, -2.430], [2.096, 0.864, -0.023], [-0.651, -0.769, 2.151], [-1.143, -0.146, -0.599]],
  "nbo_charge": [-0.70, -0.59, -0.10, -0.31, -0.17, 0.20, 0.20, 0.22, 0.44, 0.22, 0.22, 0.38],
  "gap_ev": 7.5,
  "multiplicity": 1,
  "homo_ev": -8.882,
  "lumo_energy_ev": -1.40
}

{
  "formula": "C3H7NO",
  "method": "the ωB97M-V functional and the def2-TZVPD basis",
  "elements": ["O", "N", "C", "C", "C", "H", "H", "H", "H", "H", "H", "H"],
  "positions_angstrom": [[-2.348, -0.481, 0.382], [-1.556, 0.277, -0.222], [0.302, -1.111, 0.694], [-0.188, 0.015, -0.151], [0.708, 1.168, -0.497], [1.024, 1.667, 0.425], [0.185, 1.899, -1.114], [-0.958, -0.104, -1.294], [0.264, -0.813, 1.747], [1.328, -1.376, 0.444], [-0.368, -1.967, 0.596], [1.608, 0.827, -1.011]],
  "nbo_charge": [-0.47, -0.04, -0.68, 0.11, -0.64, 0.23, 0.24, 0.33, 0.25, 0.22, 0.25, 0.22],
  "gap_ev": 9.3,
  "multiplicity": 1,
  "homo_ev": -8.621,
  "lumo_energy_ev": 0.66
}